{"formula": "C4H9N2O", "method": "ωB97M-V/def2-TZVPD", "symbols": ["C", "C", "N", "C", "N", "O", "C", "H", "H", "H", "H", "H", "H", "H", "H", "H"], "positions_angstrom": [[-1.494, 0.087, 0.038], [-0.244, 1.019, -0.080], [0.574, -0.199, -0.222], [1.821, -0.293, 0.531], [2.969, 0.529, -0.001], [2.855, -0.926, -0.103], [-0.552, -1.139, -0.083], [-1.807, -0.007, 1.058], [-2.113, 0.288, -0.819], [-0.222, 1.697, -1.051], [-0.070, 1.553, 0.890], [0.887, -0.320, -1.206], [1.744, -0.317, 1.669], [2.876, 0.779, -0.926], [-0.655, -1.747, 0.819], [-0.464, -1.723, -0.998]], "forces_ev_per_a": [[1.28, -0.07, -0.93], [-1.47, 1.67, -0.32], [3.13, -0.22, -1.02], [2.37, 1.82, 0.46], [-0.76, -1.57, 3.82], [-0.41, -1.12, 0.49], [-1.00, -0.42, -0.46], [-1.41, 0.82, 0.05], [-1.14, -0.32, 0.50], [0.20, -1.31, 2.36], [0.35, -0.22, -1.23], [-0.05, 0.35, 0.67], [-0.11, -0.12, -1.72], [-0.89, 1.17, -2.76], [0.89, -0.04, -0.26], [-0.97, -0.43, 0.35]], "total_charge": 1, "de_lowest_kj_mol": 574.30, "smiles": "C1C[NH+]([C@@H]2NO2)C1", "homo_energy_ev": -14.944, "largest_force_ev_per_a": 4.20, "homo_lumo_gap_ev": 11.261}